{
  "formula": "C6H12O",
  "method": "ωB97M-V/def2-TZVPD",
  "species": ["H", "H", "H", "H", "H", "C", "C", "H", "H", "H", "O", "C", "C", "C", "C", "H", "H", "H", "H"],
  "positions_angstrom": [[2.634482, -1.036914, -1.684287], [0.124967, -2.333844, -0.707666], [-2.584450, 0.780049, 0.466144], [-0.603178, 2.219338, 0.876535], [-1.529442, -1.722972, -0.807368], [-0.029030, -0.200361, -1.177592], [-1.192285, 1.799843, 1.688628], [-2.818162, 0.585904, 2.289463], [-0.862494, 2.036976, 2.697614], [-0.542527, -1.338431, 0.606549], [1.434148, 1.451683, -0.258433], [1.302907, 0.311970, -0.656123], [2.469377, -0.654030, -0.670204], [-2.246158, 1.019734, 1.472792], [-0.514918, -1.474591, -0.479993], [0.080576, -0.389198, -2.254797], [2.262467, -1.518081, -0.028938], [3.367784, -0.146413, -0.315207], [-0.754066, 0.609330, -1.057108]],
  "forces_ev_per_angstrom": [[-0.06, 0.05, 0.13], [-0.09, 0.14, 0.04], [0.06, 0.05, 0.15], [-0.12, -0.08, 0.13], [0.15, 0.04, 0.03], [-0.05, 0.10, -0.02], [-0.13, -0.09, -0.02], [0.08, 0.09, -0.09], [-0.07, -0.05, -0.13], [0.01, -0.02, -0.17], [-0.04, -0.43, -0.19], [0.07, 0.19, 0.04], [0.06, 0.01, 0.05], [0.12, 0.10, 0.03], [0.00, -0.08, 0.04], [0.02, 0.03, 0.14], [0.00, 0.13, -0.09], [-0.12, -0.07, -0.06], [0.11, -0.10, -0.03]],
  "largest_force_ev_per_a": 0.5,
  "de_lowest_kcal_mol": 27.46,
  "gap_ev": 10.52,
  "multiplicity": 1,
  "homo_energy_ev": -9.59
}

=====

{
  "formula": "C6H12O",
  "method": "ωB97M-V/def2-TZVPD",
  "species": ["H", "H", "H", "C", "C", "H", "H", "H", "H", "H", "O", "C", "C", "C", "H", "H", "H", "H", "C"],
  "positions_angstrom": [[2.833191, -1.702546, 0.314178], [2.371117, 1.042150, -1.095252], [3.523584, -0.197265, 0.915561], [-1.357552, 0.895761, -0.049491], [-0.104796, 1.182076, -0.043795], [1.753080, 0.899851, 1.492913], [3.963984, -0.920969, -0.839360], [1.866394, -0.618431, -1.309280], [0.689966, -0.654505, 1.003891], [-2.436111, -0.246924, 1.308946], [-3.151797, -0.808433, -0.351119], [3.215479, -0.763327, 0.105291], [0.994748, 0.304598, 0.507145], [2.073333, 0.010955, -0.581376], [-2.189732, 1.427503, -0.290889], [0.211654, 2.353844, -0.499418], [-2.726199, -0.934835, -1.045240], [-1.327466, -1.462829, 0.315129], [-2.041059, -0.382994, 0.485188]],
  "forces_ev_per_angstrom": [[-0.52, -1.87, 0.92], [-0.28, -2.13, 1.22], [1.41, 0.59, 1.57], [-1.77, -3.71, 1.58], [3.13, 3.84, -0.45], [-2.69, -1.45, -2.95], [-0.93, 0.36, 2.87], [-2.29, -2.63, -3.68], [-0.15, 1.03, -0.57], [-3.13, 0.96, 8.51], [-4.95, 2.95, 9.61], [1.06, 1.35, -5.45], [2.69, 1.10, 1.35], [1.56, 4.33, 3.64], [-1.59, 2.61, -1.40], [-0.69, -3.74, 1.43], [5.02, -2.15, -10.45], [-1.38, 3.37, 1.57], [5.49, -4.80, -9.30]],
  "largest_force_ev_per_a": 11.8,
  "de_lowest_kcal_mol": 139.10,
  "gap_ev": 10.67,
  "multiplicity": 1,
  "homo_energy_ev": -9.74
}

=====

{
  "formula": "C6H12O",
  "method": "ωB97M-V/def2-TZVPD",
  "species": ["H", "C", "H", "H", "H", "H", "C", "C", "H", "H", "H", "C", "H", "H", "O", "H", "H", "C", "C"],
  "positions_angstrom": [[2.985489, 0.764260, 1.160307], [1.465917, -0.470340, 0.207356], [1.419063, -1.212213, 1.016965], [-2.267870, -0.141600, -1.732661], [3.640889, -0.503585, 0.111542], [-1.490347, -2.014280, -0.965132], [0.291051, 0.498679, 0.342866], [-1.272680, -0.944862, -1.071801], [-2.107607, 1.625757, -0.281908], [0.364093, 1.046062, 1.293806], [-2.969393, 0.666044, 0.953045], [-1.045150, -0.234965, 0.261764], [1.347932, -1.027073, -0.733922], [0.338850, 1.242495, -0.464936], [-2.978132, -0.172921, -0.940395], [2.909518, 0.942455, -0.599820], [-1.151216, -0.896286, 1.134372], [2.826712, 0.220764, 0.221246], [-2.307126, 0.611605, 0.087297]],
  "forces_ev_per_angstrom": [[-0.03, -0.07, -0.13], [-0.03, -0.06, -0.01], [0.00, 0.10, -0.11], [-0.24, 0.08, 0.02], [-0.12, 0.11, 0.02], [0.01, 0.16, -0.03], [0.00, 0.03, -0.01], [0.14, -0.21, 0.22], [-0.01, -0.15, 0.06], [-0.01, -0.07, -0.13], [0.11, 0.00, -0.12], [0.02, 0.02, 0.02], [0.02, 0.07, 0.13], [-0.02, -0.11, 0.09], [0.07, -0.04, -0.20], [-0.03, -0.10, 0.12], [0.01, 0.07, -0.14], [0.04, 0.02, 0.00], [0.05, 0.15, 0.18]],
  "largest_force_ev_per_a": 0.3,
  "de_lowest_kcal_mol": 108.97,
  "gap_ev": 9.31,
  "multiplicity": 1,
  "homo_energy_ev": -8.54
}

=====

{
  "formula": "C6H12O",
  "method": "ωB97M-V/def2-TZVPD",
  "species": ["C", "H", "H", "C", "C", "C", "H", "O", "H", "H", "H", "C", "H", "H", "H", "H", "H", "C", "H"],
  "positions_angstrom": [[-0.760996, 1.178712, 0.363415], [2.860319, -1.210535, -1.026175], [-3.328437, 0.754187, -0.567659], [-1.853951, -0.911211, -0.775219], [3.251375, 0.590654, 0.089911], [-2.952796, -0.147264, -0.088397], [3.210757, -1.448193, 0.683369], [2.703169, 1.505133, 0.658398], [4.250088, 0.741854, -0.372216], [0.292766, 1.038610, 0.623301], [-1.489768, -0.530271, -1.726890], [2.684550, -0.797772, -0.026497], [1.617067, -0.799772, 0.211563], [-0.794104, 1.579683, -0.654720], [-1.165465, 1.945386, 1.033227], [-1.392288, -0.679609, 1.370114], [-1.867236, -1.995380, -0.706620], [-1.556528, -0.104123, 0.459444], [-3.708525, -0.710081, 0.451659]],
  "forces_ev_per_angstrom": [[0.03, 0.02, 0.01], [-0.04, 0.11, 0.14], [0.10, -0.16, 0.05], [0.10, -0.11, -0.15], [-0.13, 0.20, 0.17], [-0.20, 0.08, 0.03], [-0.04, 0.09, -0.08], [0.25, -0.39, -0.25], [-0.08, 0.01, 0.05], [-0.18, 0.02, -0.04], [-0.05, -0.03, 0.18], [-0.10, -0.03, 0.01], [0.19, -0.02, -0.05], [-0.06, -0.02, 0.07], [0.05, -0.10, -0.05], [-0.04, 0.10, -0.16], [0.01, 0.17, 0.02], [0.06, 0.00, 0.13], [0.13, 0.07, -0.08]],
  "largest_force_ev_per_a": 0.5,
  "de_lowest_kcal_mol": 36.44,
  "gap_ev": 10.94,
  "multiplicity": 1,
  "homo_energy_ev": -9.91
}